Record 1
C26H20BBrN11OSSeW | ωB97M-V/def2-TZVPD

Net charge: +1
Relative energy (zero: lowest compared OMol25 entry of this formula, charge and spin) in kcal/mol: 21.0
Total energy in eV: -194449.6086
Orbital gap (alpha / beta) in eV: 5.00 / 5.77
LUMO energy (alpha / beta) in eV: -3.76 / -3.90
⟨S²⟩: 2.0201
Spin multiplicity: 3
E_HOMO (alpha / beta) in eV: -8.76 / -9.67

Structure (XYZ):
```
63
C26H20BBrN11OSSeW ωB97M-V/def2-TZVPD
W -0.794 0.570 0.631
C 2.258 -0.876 3.548
C 1.734 0.099 2.710
N 0.526 -0.266 2.259
N 0.280 -1.486 2.784
C 1.292 -1.867 3.568
B -1.072 -2.198 2.551
N -1.322 -2.406 1.035
C -1.514 -3.575 0.411
C -2.071 -3.328 -0.828
C -2.199 -1.945 -0.879
N -1.746 -1.385 0.249
N -2.123 -1.214 3.040
C -2.977 -1.299 4.069
C -3.591 -0.075 4.219
C -3.038 0.721 3.219
N -2.147 0.030 2.511
H 3.201 -0.860 4.065
H 2.197 1.023 2.414
H 1.265 -2.805 4.097
H -1.101 -3.240 3.123
H -1.259 -4.507 0.887
H -2.358 -4.043 -1.578
H -2.638 -1.346 -1.658
H -3.094 -2.215 4.625
H -4.336 0.203 4.944
H -3.255 1.751 2.992
S 1.976 -1.293 -6.380
N 2.560 -1.640 -4.921
C 1.730 -1.112 -4.040
C 1.841 -1.218 -2.608
C 2.859 -1.939 -2.001
C 2.818 -2.056 -0.629
C 1.806 -1.433 0.075
N 0.847 -0.666 -0.458
C 0.849 -0.596 -1.822
C -0.238 0.122 -2.428
N -1.136 0.704 -1.582
C -2.208 1.263 -2.157
C -2.409 1.368 -3.522
C -1.472 0.845 -4.384
C -0.379 0.193 -3.829
C 0.632 -0.435 -4.639
N 0.658 -0.471 -5.958
H 3.624 -2.401 -2.609
H 3.551 -2.634 -0.085
H 1.788 -1.595 1.139
H -2.955 1.671 -1.492
H -3.295 1.872 -3.879
H -1.567 0.909 -5.460
O 2.851 5.687 0.136
C 2.182 4.541 0.226
C 2.120 3.583 -0.785
C 1.393 2.440 -0.586
N 0.701 2.137 0.535
C 0.809 3.083 1.514
Br -0.035 2.746 3.172
C 1.516 4.252 1.412
H 3.236 5.806 -0.740
H 2.626 3.733 -1.730
H 1.356 1.711 -1.377
H 1.548 4.951 2.234
Se -2.303 2.406 0.649
```

Record 2
C26H20Cl6GeN2O2Pt | ωB97M-V/def2-TZVPD

Relative energy (zero: lowest compared OMol25 entry of this formula, charge and spin) in kcal/mol: 26.4
Total energy in eV: -169258.4216
Orbital gap in eV: 6.53
LUMO energy in eV: -1.12
E_HOMO in eV: -7.65

Structure (XYZ):
```
58
C26H20Cl6GeN2O2Pt ωB97M-V/def2-TZVPD
Pt 0.388 0.119 -0.100
Cl -6.743 2.347 -0.513
C -5.104 1.920 -0.901
C -4.843 1.119 -2.007
C -3.536 0.820 -2.340
C -2.488 1.306 -1.563
O -1.207 1.167 -1.929
C -2.751 2.029 -0.405
C -1.744 2.413 0.592
N -0.606 1.879 0.817
C 0.101 2.280 2.026
C -0.414 3.085 2.999
C 0.313 3.386 4.175
C 1.554 2.869 4.381
C 2.125 2.021 3.403
C 3.402 1.424 3.540
C 3.889 0.627 2.551
C 3.092 0.402 1.406
N 1.905 0.928 1.268
C 1.400 1.731 2.237
C -4.074 2.369 -0.104
H -5.662 0.751 -2.610
H -3.305 0.237 -3.222
H -2.108 3.178 1.276
H -1.407 3.502 2.908
H -0.137 4.030 4.918
H 2.103 3.083 5.289
H 3.977 1.608 4.440
H 4.853 0.146 2.634
H 3.433 -0.233 0.597
H -4.295 2.959 0.778
Cl -0.185 -6.684 2.749
C 0.220 -5.195 1.975
C -0.697 -4.152 1.918
Cl -2.253 -4.346 2.635
C -0.371 -2.952 1.297
Cl -1.537 -1.677 1.220
C 0.899 -2.727 0.714
O 1.328 -1.637 0.144
C 1.802 -3.811 0.792
Cl 3.362 -3.577 0.079
C 1.475 -5.012 1.399
Cl 2.631 -6.291 1.447
C 1.061 1.380 -3.917
Ge 0.625 -0.421 -3.322
C 2.227 -1.359 -2.744
C -0.295 -1.477 -4.679
C -0.625 -0.172 -1.799
H 1.875 1.377 -4.643
H 1.366 1.963 -3.046
H 0.192 1.865 -4.363
H 2.900 -1.536 -3.585
H 1.976 -2.312 -2.283
H 2.747 -0.764 -1.994
H 0.360 -1.657 -5.533
H -1.192 -0.967 -5.035
H -0.583 -2.441 -4.257
H -1.417 -0.923 -1.709
```

Record 3
C26H20InN4O10 | ωB97M-V/def2-TZVPD

Net charge: -1
Relative energy (zero: lowest compared OMol25 entry of this formula, charge and spin) in kcal/mol: 48.9
Total energy in eV: -58898.4577
Orbital gap in eV: 7.91
LUMO energy in eV: 1.87
E_HOMO in eV: -6.04

Structure (XYZ):
```
61
C26H20InN4O10 ωB97M-V/def2-TZVPD
In -0.223 -0.120 0.042
N -0.667 -1.643 -1.686
C -0.786 -1.311 -3.116
C 0.353 -0.432 -3.622
C 0.301 1.019 -3.184
O 1.128 1.846 -3.459
O -0.775 1.232 -2.415
H 0.110 -2.276 -1.514
H -1.513 -2.097 -1.359
H -1.740 -0.802 -3.246
H -0.810 -2.228 -3.715
H 0.376 -0.444 -4.714
H 1.318 -0.810 -3.276
O 0.047 -3.121 3.007
C -0.267 -2.193 2.280
O -0.029 -2.065 1.028
C -1.070 -1.045 2.890
C -1.756 -1.184 4.085
C -2.653 -0.190 4.441
C -2.853 0.905 3.609
C -3.888 1.918 3.865
C -4.230 2.810 2.938
C -3.562 2.833 1.600
C -2.210 2.117 1.483
C -2.064 1.003 2.462
N -1.190 0.052 2.147
H -1.604 -2.079 4.669
H -3.238 -0.281 5.350
H -4.397 1.885 4.822
H -5.023 3.522 3.138
H -3.497 3.851 1.216
H -1.309 2.730 1.458
O 3.870 -0.088 -1.099
C 2.784 0.054 -0.561
O 1.701 -0.560 -0.860
C 2.701 0.975 0.650
C 3.644 1.981 0.819
C 3.514 2.834 1.896
C 2.466 2.641 2.785
C 1.590 1.599 2.550
N 1.700 0.777 1.507
H 4.437 2.069 0.092
H 4.217 3.645 2.042
H 2.327 3.282 3.645
H 0.759 1.408 3.222
O 0.053 1.943 -0.403
C -0.732 2.331 -1.419
C -2.193 2.481 -1.037
C -3.009 3.278 -1.728
C -4.447 3.250 -1.481
C -5.023 2.553 -0.504
C -4.140 1.894 0.487
C -2.663 1.549 0.062
O -2.362 0.267 -0.242
N -5.321 3.958 -2.440
O -4.790 4.448 -3.420
O -6.519 3.982 -2.230
H -0.355 3.218 -1.942
H -2.640 3.881 -2.547
H -6.101 2.507 -0.435
H -4.597 1.014 0.942
```

Copy entry 3 word for word.
C26H20InN4O10 | ωB97M-V/def2-TZVPD

Net charge: -1
Relative energy (zero: lowest compared OMol25 entry of this formula, charge and spin) in kcal/mol: 48.9
Total energy in eV: -58898.4577
Orbital gap in eV: 7.91
LUMO energy in eV: 1.87
E_HOMO in eV: -6.04

Structure (XYZ):
```
61
C26H20InN4O10 ωB97M-V/def2-TZVPD
In -0.223 -0.120 0.042
N -0.667 -1.643 -1.686
C -0.786 -1.311 -3.116
C 0.353 -0.432 -3.622
C 0.301 1.019 -3.184
O 1.128 1.846 -3.459
O -0.775 1.232 -2.415
H 0.110 -2.276 -1.514
H -1.513 -2.097 -1.359
H -1.740 -0.802 -3.246
H -0.810 -2.228 -3.715
H 0.376 -0.444 -4.714
H 1.318 -0.810 -3.276
O 0.047 -3.121 3.007
C -0.267 -2.193 2.280
O -0.029 -2.065 1.028
C -1.070 -1.045 2.890
C -1.756 -1.184 4.085
C -2.653 -0.190 4.441
C -2.853 0.905 3.609
C -3.888 1.918 3.865
C -4.230 2.810 2.938
C -3.562 2.833 1.600
C -2.210 2.117 1.483
C -2.064 1.003 2.462
N -1.190 0.052 2.147
H -1.604 -2.079 4.669
H -3.238 -0.281 5.350
H -4.397 1.885 4.822
H -5.023 3.522 3.138
H -3.497 3.851 1.216
H -1.309 2.730 1.458
O 3.870 -0.088 -1.099
C 2.784 0.054 -0.561
O 1.701 -0.560 -0.860
C 2.701 0.975 0.650
C 3.644 1.981 0.819
C 3.514 2.834 1.896
C 2.466 2.641 2.785
C 1.590 1.599 2.550
N 1.700 0.777 1.507
H 4.437 2.069 0.092
H 4.217 3.645 2.042
H 2.327 3.282 3.645
H 0.759 1.408 3.222
O 0.053 1.943 -0.403
C -0.732 2.331 -1.419
C -2.193 2.481 -1.037
C -3.009 3.278 -1.728
C -4.447 3.250 -1.481
C -5.023 2.553 -0.504
C -4.140 1.894 0.487
C -2.663 1.549 0.062
O -2.362 0.267 -0.242
N -5.321 3.958 -2.440
O -4.790 4.448 -3.420
O -6.519 3.982 -2.230
H -0.355 3.218 -1.942
H -2.640 3.881 -2.547
H -6.101 2.507 -0.435
H -4.597 1.014 0.942
```

Question: Which value of total energy does entry 3 give?
Answer: -58898.4577 eV

Question: Which of these has the lowest total energy?
Answer: C26H20BBrN11OSSeW

Question: Which of these has the highest relative energy (zero: lowest compared OMol25 entry of this formula, charge and spin)?
Answer: C26H20InN4O10